1.
ORCA calculation (wB97M-V/def2-TZVPD) on one molecule with the formula C6H9N at a distorted geometry.

Element x y z (Å)
N: -0.9932 1.2789 -0.7967
C: -0.2422 -1.5408 1.3800
C: -0.5146 -0.4238 0.4248
H: 2.8096 -0.0375 -0.1489
H: 0.0731 -2.3284 0.5727
H: -0.9776 -1.8254 2.0976
C: 0.3150 1.1537 -1.0839
H: 2.1358 -1.1300 0.7200
C: -1.4835 0.4790 0.2221
C: 0.6445 0.0730 -0.2688
H: 1.0031 1.5776 -1.6949
H: 0.4548 -1.3324 2.1891
H: -1.5449 1.9609 -1.1700
H: 1.9730 -1.2666 -0.9076
H: -2.5543 0.6283 0.3743
C: 1.8775 -0.6076 -0.0833

Results
M = 95.145 g/mol
electronic energy = -7855.810 eV
SMILES = Cc1c[nH]cc1C
2S+1 = 1
net charge = 0
ΔE to the lowest compared entry with this formula, charge and spin = 54.2 kcal/mol
Kohn-Sham gap = 8.9 eV
largest force on an atom = 6.019 eV Å⁻¹

Here are the Mulliken charges for atoms 1 to 8, given in e: -0.02, -1.36, 0.65, 0.40, 0.28, 0.36, -0.84, 0.46



2.
ORCA calculation (wB97M-V/def2-TZVPD) on one molecule with the formula C18H18ClN3O3 at a distorted geometry.

Element x y z (Å)
H: -0.8957 1.6137 -4.0948
Cl: 2.9789 -3.8487 2.6049
C: 3.3340 0.1191 2.9448
C: 1.9905 -0.2076 0.4159
H: 2.2131 -1.5946 -1.2194
H: -0.1625 0.2000 -2.5495
H: -0.7653 -2.8416 0.3852
N: 2.0450 -1.2688 1.3947
H: 0.0149 -1.0928 1.9300
C: -2.8054 2.5616 -4.0667
O: -5.0960 3.4124 -3.6276
O: -2.0009 -1.1143 -0.3651
N: -0.9702 0.1790 -1.9464
C: 3.3822 -2.2560 3.1606
H: 5.3264 -0.8143 5.5100
C: 0.2425 -2.4433 0.2709
C: 2.8867 -1.1258 2.4959
H: 0.7827 -2.6388 2.3513
N: 0.2107 -1.4166 -0.7564
H: -6.9243 2.6910 -3.0081
C: 4.2387 -2.1456 4.2395
C: 4.6530 -0.8975 4.6716
H: 2.9895 0.2116 0.2831
H: 2.9788 1.0141 2.4581
C: -6.0043 3.1280 -2.5860
C: -0.9974 -0.7861 -0.9627
C: -1.8293 1.7101 -3.5595
C: 1.5132 -0.8088 -0.9161
H: -6.2585 4.0591 -2.0540
H: -2.6482 3.1199 -4.9738
C: -2.0239 0.9818 -2.3883
H: 4.5940 -3.0410 4.7255
H: 1.2939 0.5967 0.7089
C: -3.9787 2.6587 -3.3616
H: 4.5261 1.2118 4.3336
H: 1.5126 -0.0304 -1.6783
C: 4.2055 0.2325 4.0113
C: -3.2223 1.0915 -1.6725
C: -4.1765 1.9331 -2.1864
O: -5.4184 2.2144 -1.6845
H: -3.3887 0.5264 -0.7736
H: 0.9212 -3.2346 -0.0587
C: 0.7324 -1.8593 1.5945

Results
M = 359.813 g/mol
electronic energy = -42093.509 eV
SMILES = O=C(Nc1ccc2c(c1)OCO2)N1CCN(c2ccccc2Cl)CC1
2S+1 = 1
net charge = 0
ΔE to the lowest compared entry with this formula, charge and spin = 48.8 kcal/mol
Kohn-Sham gap = 8.2 eV
largest force on an atom = 1.262 eV Å⁻¹

Here are the Mulliken charges for atoms 1 to 8, given in e: 0.33, -0.20, -0.11, -0.82, 0.30, 0.25, 0.49, 0.27



3.
ORCA calculation (wB97M-V/def2-TZVPD) on one molecule with the formula C21H29NO4.

Element x y z (Å)
C: -3.8605 0.9178 0.2033
C: -4.5918 4.9325 -1.9310
H: 0.3105 -0.8636 -2.1482
H: -4.6370 5.9797 -1.6402
C: 0.6392 -1.1769 1.2924
H: -2.1920 0.0149 -2.6620
O: 4.7656 -3.4731 3.3321
H: -4.3777 4.8588 -3.0047
H: -3.4798 0.4846 1.1050
H: -0.5239 -1.9370 -1.0038
H: 1.7336 -2.8497 -0.5504
H: 4.4641 -0.4009 -0.8721
C: 0.5974 1.6593 -0.0886
C: 1.1137 -0.8259 -0.1324
H: 0.3580 -2.2447 1.2998
C: -0.5399 1.3888 -1.0668
H: 0.2060 1.6569 0.9277
H: -5.5200 2.2512 0.8751
C: 1.6833 0.5956 -0.2246
C: 4.4966 -1.0383 -0.0018
C: -3.4078 0.6931 -1.0636
C: 3.4887 -2.6934 1.4071
H: -2.5851 -1.2279 -1.4498
H: -7.0163 2.7704 -1.7813
H: -1.0313 -0.2553 1.0343
C: -5.9745 3.0248 -1.9958
C: 4.6121 -2.6958 2.2235
C: -0.0660 -0.9487 -1.1120
N: -1.0792 0.0569 -0.8407
H: -1.3427 2.1135 -0.9136
O: -4.1209 1.4250 -1.9472
H: 2.7954 -3.7518 3.9237
H: 6.4572 -0.4004 0.5679
H: 2.4747 -1.6341 -1.5948
H: -0.1756 1.4911 -2.1056
C: 3.4179 -1.8573 0.2978
H: -5.7830 2.8991 -3.0725
H: 2.1672 0.7093 -1.1989
H: 1.0208 2.6447 -0.2911
H: 2.6546 -3.3435 1.6192
C: 5.6216 -1.0411 0.8072
C: -2.3092 -0.1755 -1.5812
C: -4.9262 1.8422 0.0840
C: 5.6842 -1.8573 1.9159
H: 2.4413 0.7373 0.5467
O: -0.4284 -0.4152 1.7837
C: 2.1866 -1.8553 -0.5644
C: 3.7083 -4.3185 3.7138
H: 4.0416 -4.8138 4.6244
H: 6.5507 -1.8724 2.5574
H: 3.5002 -5.0738 2.9486
C: -5.0506 2.1162 -1.2461
H: 1.4657 -1.0391 1.9962
H: -3.7883 4.4357 -1.3752
O: -5.8492 4.3811 -1.6261

Results
M = 359.466 g/mol
electronic energy = -31926.517 eV
SMILES = COCc1ccc(CN2CCC[C@](CO)(Cc3cccc(OC)c3)C2)o1
2S+1 = 1
net charge = 0
ΔE to the lowest compared entry with this formula, charge and spin = 70.6 kcal/mol
Kohn-Sham gap = 9.2 eV
largest force on an atom = 0.815 eV Å⁻¹

Here are the Mulliken charges for atoms 1 to 8, given in e: -0.01, -0.59, 0.34, 0.25, -1.13, 0.16, -0.46, 0.29